1.
This record from the Open Molecules 2025 dataset describes a 11-piece molecular cluster, C38H90O16 overall. The level of theory is the ωB97M-V functional and the def2-TZVPD basis.

```
144
Properties=species:S:1:pos:R:3:forces:R:3
C 0.713317 -4.408252 6.017029 0.11 -0.35 1.59
C 1.532041 -5.648704 5.641797 0.85 0.56 -0.52
C 3.044728 -5.112197 5.713739 -1.53 -0.35 1.56
O 2.907066 -3.738291 5.983647 0.29 2.11 -0.52
C 1.747628 -3.501874 6.774561 -1.24 -1.02 -1.88
H -0.103018 -4.737856 6.659723 -0.17 0.27 0.10
H 0.261473 -3.950379 5.137086 0.35 0.32 0.11
H 1.157210 -5.921838 4.655383 0.66 -0.44 -0.13
H 1.362978 -6.483187 6.322360 0.12 0.08 -0.01
H 3.726287 -5.333108 4.892298 -0.35 0.38 -0.18
H 3.524671 -5.396349 6.650230 0.06 -1.41 -0.09
H 1.403076 -2.468644 6.731908 0.64 0.13 -0.12
H 1.860301 -3.783093 7.821611 0.21 -0.29 0.09
C -8.934101 0.540131 -0.222970 1.91 -0.19 0.72
C -10.197103 0.039055 -0.821162 -0.74 0.28 -1.08
C -10.297574 -1.465650 -0.481345 0.65 1.84 1.48
O -9.049652 -1.708171 0.244744 -0.11 0.02 0.44
C -8.723220 -0.468315 0.937877 -0.48 0.90 -1.28
H -8.934772 1.612839 -0.029592 -0.28 -0.08 0.61
H -8.059688 0.422870 -0.863078 -0.10 -0.26 -0.37
H -10.169821 0.207159 -1.897783 -0.36 0.02 -0.03
H -10.997765 0.632201 -0.379353 -0.37 -0.26 -0.23
H -10.501074 -2.052885 -1.376802 0.70 -0.47 0.40
H -11.089445 -1.567176 0.260759 -0.30 -0.44 -0.22
H -7.734367 -0.431686 1.394967 0.20 -0.70 -0.56
H -9.376765 -0.167765 1.756811 -0.69 -0.67 0.13
C -4.866923 -5.757014 -3.468713 -0.81 -0.26 1.13
C -4.648940 -6.166113 -4.900484 0.94 -0.65 -1.03
C -4.029500 -4.920687 -5.556393 -1.45 -0.79 1.95
O -4.618432 -3.903854 -4.721858 0.51 2.32 -0.55
C -5.262883 -4.314404 -3.464010 0.70 0.40 -2.50
H -3.910664 -5.812113 -2.948495 -0.20 -0.47 0.32
H -5.684057 -6.318059 -3.015260 0.51 -0.50 0.38
H -5.524734 -6.541874 -5.429523 -0.12 0.15 0.19
H -3.875226 -6.933858 -4.905965 -0.31 -0.45 -0.16
H -4.265686 -4.775485 -6.610541 -0.34 0.21 0.17
H -2.948958 -5.042477 -5.480923 0.25 0.74 0.30
H -6.324633 -4.086999 -3.559213 -0.20 -0.40 -0.20
H -4.929814 -3.676495 -2.645324 0.55 -0.26 -0.02
C -0.791935 -0.492391 -0.581577 3.15 -2.52 0.70
C -1.587621 0.513599 -1.206044 -1.94 3.27 -1.39
C -2.225618 1.336014 -0.039509 1.19 -1.19 -0.42
O -1.451456 0.926533 1.098696 -0.24 0.37 0.64
C -0.305014 0.133320 0.706244 -1.66 0.54 0.86
H 0.148658 -0.704053 -1.090088 -0.14 -0.21 -0.74
H -1.269977 -1.466425 -0.477495 -0.25 0.15 0.45
H -2.332658 0.211862 -1.942227 0.00 -0.37 0.16
H -0.992176 1.263039 -1.727473 0.41 -0.26 -0.22
H -3.278764 1.076185 0.067559 0.02 0.20 0.47
H -2.068497 2.396509 -0.236403 -0.34 0.09 0.21
H -0.080168 -0.531386 1.540331 -0.24 -0.30 -0.14
H 0.577008 0.768657 0.625667 0.04 0.21 -0.55
C -7.756375 -1.702908 7.410947 0.76 -1.20 0.45
O -8.075773 -3.041062 7.052957 -1.46 1.86 -0.31
C -7.087936 -3.856119 6.535428 0.49 0.61 -0.40
C -6.496383 -3.451966 5.120979 -0.75 0.39 2.02
O -5.804054 -4.558635 4.704636 0.08 -1.37 0.02
C -5.412998 -4.712233 3.358931 -0.41 -0.25 0.83
H -7.503590 -1.037973 6.585082 -0.76 0.09 -0.31
H -6.822412 -1.726963 7.972435 0.18 0.04 0.54
H -8.572570 -1.420236 8.075794 0.15 0.60 -0.38
H -7.702140 -4.754505 6.474236 1.12 -0.70 -0.40
H -6.305581 -3.855212 7.294389 0.51 -0.77 -0.11
H -5.776420 -2.634896 5.167386 -0.22 0.60 0.27
H -7.394569 -3.127433 4.595581 0.05 -0.25 -0.95
H -6.295711 -4.577623 2.733779 0.22 0.08 -0.46
H -5.082810 -5.751004 3.351731 0.10 0.09 -0.56
H -4.582528 -4.052053 3.108768 -0.05 0.18 -0.26
C 5.576040 3.442420 4.923247 -0.15 -0.79 -0.74
O 5.238167 2.080513 4.612381 0.32 -1.14 -0.46
C 6.151826 1.182744 3.832888 -0.84 1.22 0.65
C 6.193733 1.437432 2.324714 -0.41 1.48 1.15
O 6.952348 2.661076 2.046116 -0.57 -1.53 -0.82
C 8.360104 2.439192 2.035395 -0.29 -0.36 0.70
H 6.381732 3.507016 5.654542 0.69 0.03 -0.55
H 4.765868 3.942003 5.454403 -0.56 -0.57 -0.17
H 5.671927 3.942260 3.959365 0.77 0.51 0.34
H 5.729242 0.188525 3.978047 -0.06 0.06 0.25
H 7.149840 1.209179 4.270331 0.09 0.05 0.07
H 5.154477 1.559307 2.019405 -0.03 0.76 -0.10
H 6.446417 0.529959 1.776314 1.06 0.09 -0.09
H 8.734289 2.574839 3.050121 0.29 0.17 0.08
H 8.887573 3.115710 1.362949 -0.37 0.09 -0.03
H 8.592562 1.407762 1.770394 0.04 -0.07 -0.29
C 6.470635 -3.024365 -2.049508 -0.66 1.30 -1.32
O 5.463522 -3.750008 -2.711091 -0.46 -0.18 -1.37
C 4.173898 -3.698584 -2.131431 -0.26 -1.90 0.73
C 2.985563 -4.482933 -2.874568 1.38 2.15 -1.38
O 2.263494 -3.671776 -3.840703 -0.09 0.55 0.79
C 2.992122 -3.347474 -5.021304 0.35 -0.70 0.31
H 6.139046 -1.986519 -2.017283 -0.01 0.40 0.32
H 7.258409 -3.007683 -2.802659 0.56 -0.30 0.68
H 6.747959 -3.291340 -1.029737 0.02 -0.71 -0.09
H 3.825522 -2.713720 -1.820351 0.12 0.37 -0.38
H 4.430558 -4.258128 -1.231919 -1.20 -0.14 0.80
H 2.265430 -4.757824 -2.103886 0.09 -0.24 -0.27
H 3.358880 -5.277164 -3.521040 0.32 -0.72 0.88
H 2.600828 -2.457045 -5.513389 -0.15 0.03 0.41
H 2.924173 -4.166380 -5.737454 -0.10 -0.23 -0.15
H 4.053535 -3.229923 -4.802914 0.07 0.31 0.03
C 2.278793 6.116180 0.790478 0.70 -1.34 -0.02
O 2.940839 7.273560 0.419569 0.42 1.68 0.33
C 3.972570 7.192078 -0.536163 -0.25 0.36 -1.55
C 4.740405 8.506033 -0.551779 1.13 0.30 1.25
O 5.853110 8.538478 -1.461498 -0.93 0.40 -0.49
C 6.610423 9.767881 -1.380435 0.35 -1.69 1.05
H 2.220659 5.441824 -0.063900 -0.46 -0.17 -0.12
H 1.299814 6.285253 1.238931 0.03 0.49 -0.37
H 2.861681 5.588604 1.545472 0.14 -0.22 0.22
H 3.516081 7.128072 -1.523899 -0.16 -0.48 -0.31
H 4.674008 6.362157 -0.450611 -0.07 -0.22 0.51
H 5.155250 8.596390 0.452135 0.10 0.22 0.39
H 4.071809 9.359907 -0.661184 -0.16 0.02 -0.43
H 6.001443 10.669959 -1.321363 -0.02 -0.05 -0.41
H 7.403141 9.742650 -2.128153 -0.68 0.22 -0.60
H 7.209652 9.672062 -0.474980 -0.14 0.44 0.56
C 5.891165 4.269224 -4.428763 1.27 -0.10 -0.07
O 4.711080 3.601615 -4.706736 -2.15 -0.33 -1.29
C 4.264815 3.829086 -6.082858 -0.25 0.44 0.20
C 2.939055 3.180275 -6.558357 0.17 -1.28 0.14
O 2.625987 3.429510 -7.958585 0.80 0.13 1.55
C 2.005728 4.687213 -8.178360 0.21 -0.12 -0.28
H 6.241639 4.036934 -3.423130 -0.53 0.05 0.20
H 5.850601 5.350950 -4.556502 -0.25 0.16 0.01
H 6.698128 3.887054 -5.053943 0.21 0.07 -0.44
H 4.974810 3.346402 -6.754440 0.46 0.51 -0.09
H 4.159895 4.898125 -6.267916 0.56 0.23 0.04
H 2.029457 3.280922 -5.966227 0.13 0.71 0.29
H 3.200583 2.127243 -6.454342 -0.49 -0.34 -0.51
H 1.896086 4.772371 -9.259478 -0.21 -0.02 0.08
H 2.605103 5.540155 -7.860017 0.22 -0.01 0.18
H 1.035841 4.757568 -7.685962 -0.17 -0.11 0.01
C -1.703610 -0.136515 -6.687737 1.77 -0.30 1.01
O -3.036633 0.176031 -6.678448 -1.67 0.44 -0.55
H -1.101589 0.668313 -7.109535 -0.31 -0.01 -0.41
H -1.353678 -0.207837 -5.657905 0.31 -0.18 0.29
H -1.457276 -1.089077 -7.156821 -0.04 0.01 -0.37
H -3.537333 -0.605101 -6.431987 -0.07 0.01 0.06
C -1.431293 2.195041 6.335942 0.77 1.84 0.29
O -2.220674 2.926228 5.434358 -1.08 -0.72 -1.13
H -0.431073 2.229854 5.904180 0.40 -0.71 0.44
H -1.446433 2.920209 7.149580 0.37 -0.87 0.84
H -1.774170 1.191305 6.587057 -0.09 0.09 0.05
H -2.237500 2.366701 4.654461 -0.36 0.36 -0.53
```
Forces are in eV/Å.

Values from the calculation:
Orbital gap = 9.483 eV
Energy = -2705.141746 Eh
Net charge = 0
ΔE to the lowest compared entry with this formula, charge and spin = 15.6 kcal/mol
Structure (SMILES) = C1CCOC1.C1CCOC1.C1CCOC1.C1CCOC1.COCCOC.COCCOC.COCCOC.COCCOC.COCCOC.CO.CO

Mulliken atomic charge list, values in e, 4 entries: C -0.4782; C -0.5140; C -0.4234; O -0.4030



2.
This record from the Open Molecules 2025 dataset describes an isolated ion of composition C4H10NO and charge -1. The level of theory is the ωB97M-V functional and the def2-TZVPD basis.

```
16
Properties=species:S:1:pos:R:3:forces:R:3
C -0.595516 -1.929424 -0.396005 -2.12 -1.19 0.28
N -0.693482 -1.180467 0.985138 3.96 1.16 -2.09
C -0.802185 0.445516 0.864047 0.05 -2.50 -1.18
C 0.589395 1.087309 0.586002 -0.83 -0.36 1.12
C 0.958672 1.301584 -0.951129 -1.13 0.37 -1.08
O 1.500981 0.323862 -1.671662 -0.51 -0.23 0.75
H -1.587996 -1.566107 -0.831099 1.68 -0.94 -0.54
H -0.672925 -3.026404 -0.149606 -0.93 0.78 0.40
H 0.306250 -2.143921 -1.092974 -1.04 2.46 1.04
H 0.375012 -1.252767 1.089128 -1.86 0.30 1.13
H -1.391844 0.722757 1.773361 0.87 0.02 -0.61
H -1.398050 0.677364 -0.043798 -0.08 -0.27 0.58
H 0.575682 2.052898 1.141263 0.18 -0.15 -0.56
H 1.307967 0.440046 1.175746 -0.15 0.72 -0.97
H -0.032648 1.852050 -1.514975 0.90 -1.20 1.32
H 1.560688 2.195705 -0.963436 1.01 1.02 0.40
```
Forces are in eV/Å.

Values from the calculation:
Orbital gap = 6.692 eV
Energy = -288.291126 Eh
Net charge = -1
ΔE to the lowest compared entry with this formula, charge and spin = 63.1 kcal/mol
Structure (SMILES) = CNCCC[O-]

natural (NBO) atomic charge list, values in e, 4 entries: C -0.4589; N -0.6485; C -0.2328; C -0.4625



Ordered F_max results: 4.09, 4.62; unit eV/Å.